1.
{"formula": "C5H9F", "method": "wB97M-V/def2-TZVPD", "e_above_lowest_kj_mol": 94.4, "smiles": "C/C=C/[C@H](C)F", "multiplicity": 1, "species": ["C", "C", "C", "C", "C", "H", "H", "H", "H", "H", "H", "H", "H", "H", "F"], "positions_angstrom": [[1.526, 0.869, -2.207], [0.690, 0.269, -1.154], [-0.215, 0.675, -0.306], [-0.800, 0.008, 0.907], [0.331, -0.580, 1.860], [1.168, 1.843, -2.561], [1.609, 0.094, -2.991], [2.559, 0.892, -1.790], [1.067, -0.706, -0.861], [-0.612, 1.664, -0.284], [-1.481, 0.760, 1.415], [0.086, -0.274, 2.860], [0.231, -1.691, 1.864], [1.322, -0.226, 1.647], [-1.683, -1.089, 0.679]], "lowdin_charge": [-0.093, -0.188, -0.096, -0.326, -0.031, 0.081, 0.082, 0.092, 0.113, 0.094, 0.143, 0.054, 0.090, 0.060, -0.074]}



2.
{"formula": "C5H9F3N2O", "method": "wB97M-V/def2-TZVPD", "e_above_lowest_kj_mol": 117.5, "multiplicity": 1, "species": ["C", "C", "C", "C", "C", "N", "N", "O", "F", "F", "F", "H", "H", "H", "H", "H", "H", "H", "H", "H"], "positions_angstrom": [[-0.030, 1.394, -0.692], [-2.135, -0.791, 0.499], [-0.642, -0.993, 0.258], [0.108, 0.292, 0.335], [2.108, -0.430, -0.258], [-0.124, 0.991, -1.981], [0.330, 0.734, 1.610], [-0.147, 2.581, -0.468], [2.295, -1.163, 0.858], [3.095, 0.399, -0.430], [2.132, -1.301, -1.354], [-2.787, -0.136, -0.099], [-2.249, -0.224, 1.432], [-2.544, -1.739, 0.491], [-0.333, -1.720, -0.473], [-0.324, -1.490, 1.165], [-0.056, -0.013, -2.220], [-0.121, 1.750, -2.562], [0.661, 0.231, 2.426], [0.763, 1.628, 1.463]], "lowdin_charge": [-0.507, -0.074, -0.201, -0.278, -0.467, 0.193, 0.135, 0.073, 0.074, 0.145, 0.030, 0.086, 0.085, 0.046, 0.112, 0.111, 0.129, 0.080, 0.128, 0.099]}



3.
{"formula": "C5H9F4NO", "method": "wB97M-V/def2-TZVPD", "e_above_lowest_kj_mol": 0.0, "smiles": "NCCOCC(F)(F)C(F)F", "multiplicity": 1, "species": ["N", "C", "C", "O", "C", "C", "F", "F", "C", "F", "F", "H", "H", "H", "H", "H", "H", "H", "H", "H"], "positions_angstrom": [[2.761, -0.676, 1.085], [2.078, -0.801, -0.179], [1.457, 0.488, -0.707], [0.600, 1.128, 0.228], [-0.558, 0.436, 0.566], [-1.634, 0.453, -0.511], [-1.264, -0.308, -1.587], [-1.840, 1.732, -0.967], [-2.965, -0.102, 0.041], [-3.994, 0.224, -0.767], [-2.870, -1.464, 0.097], [2.116, -0.621, 1.854], [3.355, 0.138, 1.110], [2.750, -1.175, -0.949], [1.301, -1.559, -0.090], [0.958, 0.319, -1.659], [2.255, 1.202, -0.893], [-0.974, 0.937, 1.435], [-0.386, -0.607, 0.841], [-3.147, 0.258, 1.053]], "lowdin_charge": [0.013, -0.271, -0.200, -0.101, -0.137, -0.424, 0.100, 0.108, -0.298, 0.100, 0.078, 0.061, 0.069, 0.113, 0.106, 0.115, 0.125, 0.143, 0.134, 0.165]}



4.
{"formula": "C5H9FN", "method": "wB97M-V/def2-TZVPD", "e_above_lowest_kj_mol": 410.4, "charge": 1, "multiplicity": 1, "species": ["C", "C", "C", "C", "C", "N", "F", "H", "H", "H", "H", "H", "H", "H", "H", "H"], "positions_angstrom": [[-2.791, 1.521, 0.735], [0.958, 0.154, -1.585], [0.449, -0.374, 1.994], [-0.375, -0.108, -0.935], [-0.448, 0.813, 0.229], [-1.717, 1.127, 0.554], [0.368, 1.799, 0.271], [-3.689, 2.044, 0.977], [1.035, 1.122, -1.909], [1.750, -0.218, -1.017], [1.214, -0.421, -2.508], [0.127, -1.399, 1.642], [1.482, -0.224, 1.752], [0.208, 0.107, 2.941], [-0.352, -1.076, -0.592], [-1.282, 0.037, -1.509]], "lowdin_charge": [0.366, -0.057, 0.185, -0.149, -0.433, 0.204, 0.145, 0.138, 0.057, 0.070, 0.117, 0.067, 0.029, 0.044, 0.085, 0.130]}



5.
{"formula": "C5H9FN2", "method": "wB97M-V/def2-TZVPD", "e_above_lowest_kj_mol": 63.9, "smiles": "CN[C@](C)(C#N)CF", "multiplicity": 1, "species": ["C", "C", "C", "C", "C", "H", "H", "H", "H", "H", "H", "H", "H", "H", "N", "N", "F"], "positions_angstrom": [[1.354, 1.602, -0.312], [-0.204, -0.393, 0.002], [-0.406, -0.305, 1.501], [-1.459, -0.882, -0.671], [0.930, -1.375, -0.260], [1.385, 1.908, 0.742], [2.257, 1.010, -0.476], [1.394, 2.509, -0.935], [-0.076, 0.865, -1.551], [-1.219, 0.404, 1.702], [-0.722, -1.291, 1.834], [0.502, -0.012, 2.027], [-1.788, -1.871, -0.275], [-1.373, -0.976, -1.763], [0.118, 0.903, -0.554], [1.770, -2.123, -0.533], [-2.464, 0.025, -0.478]], "lowdin_charge": [-0.111, -0.537, -0.024, -0.177, -0.150, 0.080, 0.073, 0.092, 0.118, 0.100, 0.091, 0.089, 0.144, 0.135, -0.066, 0.160, -0.017]}



6.
{"formula": "C5H9FN2", "method": "wB97M-V/def2-TZVPD", "e_above_lowest_kj_mol": 356.3, "smiles": "C/C=N/[C@@H](C)/C=N/F", "multiplicity": 1, "species": ["C", "C", "C", "C", "C", "N", "N", "F", "H", "H", "H", "H", "H", "H", "H", "H", "H"], "positions_angstrom": [[1.098, 0.752, -0.203], [-1.658, -0.053, -0.474], [-0.532, -0.941, -0.206], [2.435, 1.268, -0.707], [-0.522, -1.273, 1.293], [0.742, -0.399, -0.579], [-2.409, 0.303, 0.490], [-3.466, 1.121, 0.114], [0.681, 1.466, 0.487], [-2.073, -0.057, -1.500], [-0.576, -1.867, -0.736], [2.024, 2.127, -1.371], [2.842, 0.460, -1.431], [3.084, 1.438, 0.162], [-1.470, -1.880, 1.391], [-0.499, -0.429, 1.855], [0.299, -2.035, 1.416]], "lowdin_charge": [-0.248, -0.113, -0.428, -0.087, -0.060, 0.062, 0.070, -0.084, 0.118, 0.143, 0.127, 0.103, 0.097, 0.069, 0.100, 0.030, 0.102]}



7.
{"formula": "C5H9FN3", "method": "wB97M-V/def2-TZVPD", "e_above_lowest_kj_mol": 448.5, "charge": 1, "multiplicity": 1, "species": ["C", "C", "C", "C", "C", "N", "N", "N", "F", "H", "H", "H", "H", "H", "H", "H", "H", "H"], "positions_angstrom": [[1.180, 1.640, 0.229], [2.064, 0.523, 0.686], [-0.054, 1.587, -0.328], [2.335, -0.589, 0.116], [-1.171, -0.312, 0.430], [-1.030, 0.724, -0.492], [-2.656, -0.662, 0.331], [2.241, -1.789, -0.314], [-0.640, -1.542, -0.225], [1.509, 2.760, 0.352], [2.824, 1.065, 1.444], [-0.321, 2.501, -0.751], [-1.545, 0.927, -1.341], [-2.824, -1.153, -0.618], [-2.825, -1.487, 1.005], [1.494, -2.355, 0.146], [-3.197, 0.286, 0.512], [2.616, -2.125, -1.184]], "lowdin_charge": [-0.080, -0.029, -0.192, -0.008, -0.307, -0.028, 0.116, 0.225, -0.160, 0.148, 0.196, 0.104, 0.153, 0.169, 0.179, 0.157, 0.211, 0.147]}



8.
{"formula": "C5H9FO", "method": "wB97M-V/def2-TZVPD", "e_above_lowest_kj_mol": 158.6, "smiles": "C=C(C)F.CC=O", "multiplicity": 1, "species": ["C", "C", "C", "C", "C", "O", "F", "H", "H", "H", "H", "H", "H", "H", "H", "H"], "positions_angstrom": [[-3.018, 0.165, 1.081], [-1.842, -0.309, 0.279], [1.941, 0.637, -1.568], [2.069, -0.316, 0.733], [1.720, -0.455, -0.491], [-1.151, 0.488, -0.290], [1.117, -1.691, -0.807], [-2.501, 0.289, 2.126], [-3.851, -0.607, 1.136], [-1.690, -1.440, 0.145], [2.924, 1.058, -1.450], [1.084, 1.366, -1.609], [1.987, 0.131, -2.576], [2.659, 0.574, 1.069], [-3.343, 1.205, 0.751], [1.895, -1.092, 1.472]], "lowdin_charge": [-0.078, -0.352, -0.035, 0.024, -0.391, 0.026, -0.024, 0.114, 0.086, 0.135, 0.062, 0.087, 0.088, 0.090, 0.097, 0.070]}



9.
{"formula": "C5H9FOS2", "method": "wB97M-V/def2-TZVPD", "e_above_lowest_kj_mol": 0.0, "smiles": "O=C(S)CF.C=CCS", "multiplicity": 1, "species": ["C", "C", "C", "C", "C", "H", "H", "H", "H", "H", "H", "H", "H", "H", "O", "F", "S", "S"], "positions_angstrom": [[-2.439, -0.840, -0.183], [-1.416, 0.321, -0.199], [2.128, -0.728, -0.589], [2.019, 0.761, -0.374], [1.257, 1.332, 0.646], [-3.930, 0.581, 0.710], [-0.951, 0.278, -1.151], [-0.690, 0.329, 0.662], [1.732, -1.347, 1.572], [3.173, -1.205, -0.670], [1.653, -0.844, -1.553], [2.510, 1.382, -1.152], [0.699, 0.671, 1.491], [1.215, 2.381, 0.758], [-2.044, -1.932, -0.517], [-2.133, 1.468, -0.092], [-4.115, -0.727, 0.199], [1.334, -1.880, 0.442]], "lowdin_charge": [-0.811, -0.200, -0.643, -0.202, -0.032, -0.064, 0.118, 0.070, -0.143, 0.089, 0.062, 0.106, 0.090, 0.035, -0.038, -0.071, 0.873, 0.761]}



10.
{"formula": "C5H9Li3O8P", "method": "wB97M-V/def2-TZVPD", "e_above_lowest_kj_mol": 746.5, "charge": -1, "multiplicity": 1, "species": ["Li", "Li", "Li", "P", "O", "O", "O", "O", "O", "C", "O", "O", "H", "C", "C", "C", "O", "C", "H", "H", "H", "H", "H", "H", "H", "H"], "positions_angstrom": [[-2.991, -2.161, -2.854], [0.491, -4.507, -2.470], [-0.276, -1.250, -0.360], [-1.839, -4.150, -0.458], [-2.762, -5.315, -0.017], [-0.328, -4.029, -0.225], [-2.420, -2.709, -0.337], [-1.964, -4.352, -1.967], [1.828, 0.120, -4.424], [1.157, -0.809, -3.761], [1.746, -1.793, -3.418], [-0.017, -0.697, -3.302], [2.667, -0.342, -4.493], [0.997, 3.372, 1.865], [-0.177, 3.118, 2.818], [-0.782, 1.764, 2.347], [0.210, 1.256, 1.444], [1.417, 1.907, 1.571], [1.839, 3.858, 2.358], [0.738, 3.881, 0.937], [-0.904, 3.903, 3.027], [0.050, 2.966, 3.873], [-1.706, 1.707, 1.772], [-0.853, 1.115, 3.220], [1.852, 1.799, 0.578], [2.029, 1.346, 2.277]], "lowdin_charge": [0.796, 0.776, 0.760, -0.227, -0.486, -0.559, -0.591, -0.601, 0.089, -0.944, -0.033, -0.110, 0.097, -0.133, -0.165, -0.160, -0.176, -0.231, 0.104, 0.114, 0.102, 0.100, 0.122, 0.113, 0.122, 0.122]}



11.
{"formula": "C5H9LuO3", "method": "wB97M-V/def2-TZVPD", "e_above_lowest_kj_mol": 0.0, "multiplicity": 1, "species": ["O", "Lu", "O", "C", "C", "C", "H", "H", "H", "H", "H", "O", "C", "C", "H", "H", "H", "H"], "positions_angstrom": [[-0.213, -1.118, 0.380], [-3.709, -1.779, 0.376], [-2.192, -0.070, 0.282], [-0.894, 0.091, 0.280], [1.158, -1.046, 0.727], [1.670, -2.451, 0.961], [1.729, -0.556, -0.079], [1.269, -0.437, 1.641], [1.573, -3.058, 0.050], [2.732, -2.419, 1.241], [1.111, -2.940, 1.770], [-0.432, 0.731, -0.930], [-0.731, 2.137, -0.909], [-0.421, 2.943, -1.931], [-1.427, 2.494, -0.141], [0.106, 2.571, -2.811], [-0.797, 3.965, -1.939], [-0.533, 0.941, 1.031]], "lowdin_charge": [-0.129, 1.091, -0.543, -0.686, -0.273, -0.080, 0.125, 0.123, 0.079, 0.078, 0.077, -0.071, -0.190, 0.009, 0.113, 0.059, 0.049, 0.171]}



12.
{"formula": "C5H9LuPS", "method": "wB97M-V/def2-TZVPD", "charge": 3, "multiplicity": 1, "species": ["C", "C", "P", "C", "S", "C", "C", "H", "H", "H", "H", "H", "H", "H", "H", "H", "Lu"], "positions_angstrom": [[-1.051, 1.392, -2.515], [-1.346, 1.562, -1.355], [-1.778, 1.793, 0.294], [-1.309, 0.259, 1.209], [0.519, 0.127, 1.601], [1.478, -0.994, 0.466], [0.589, -1.754, -0.531], [-0.707, 1.364, -3.531], [-0.858, 2.769, 0.783], [-1.617, -0.638, 0.665], [-1.800, 0.225, 2.184], [2.206, -0.401, -0.111], [2.010, -1.709, 1.094], [1.233, -2.430, -1.092], [-0.176, -2.318, -0.001], [0.137, -1.061, -1.241], [2.368, 1.787, 1.968]], "lowdin_charge": [0.169, -0.367, 0.994, -0.558, 0.675, -0.466, -0.084, 0.084, -0.052, 0.073, 0.069, 0.074, 0.097, 0.120, 0.101, 0.073, 1.999]}



no.,frontier orbital gap (eV),HOMO (eV)
1,10.764,-9.71
2,9.179,-8.69
3,10.169,-9.44
4,8.179,-13.66
5,10.362,-9.54
6,10.677,-9.74
7,7.721,-11.62
8,10.587,-9.55
9,9.691,-9.01
10,4.153,-2.26
11,7.250,-7.36
12,3.630,-19.45